# 1
Here is C36H36 as an isolated structure from OMol25. Energies are from ωB97M-V/def2-TZVPD.

Atoms and positions in Å:
C 26.00730 -3.77514 2.20791
C 25.51795 -2.48499 2.07967
C 24.24079 -2.17114 2.43177
C 23.35449 -3.17681 2.88759
C 23.85618 -4.36785 2.96013
C 25.12881 -4.77476 2.54310
H 27.06524 -3.98402 2.14845
H 26.30835 -1.78040 1.86701
H 23.94783 -1.13167 2.43995
H 22.35673 -2.98505 3.25379
H 23.16124 -5.07300 3.39165
H 25.51392 -5.76257 2.74883
C 23.85869 -6.71064 4.22205
C 22.96877 -5.74023 4.84374
C 21.79844 -5.40443 4.18155
C 21.41258 -6.09015 3.08740
C 22.22401 -7.04732 2.56430
C 23.44244 -7.28468 3.01331
H 24.74220 -6.98931 4.77714
H 23.22798 -5.31360 5.80146
H 21.10017 -4.64379 4.49816
H 20.57181 -5.68526 2.54372
H 21.93867 -7.65464 1.71806
H 23.92270 -8.14299 2.56715
C 25.97875 -6.73629 6.47478
C 25.73008 -6.34733 7.78355
C 26.09734 -7.18011 8.84966
C 26.72484 -8.40272 8.50390
C 26.94959 -8.78164 7.18557
C 26.51363 -7.95985 6.12502
H 25.61023 -6.01670 5.75869
H 25.32447 -5.36799 7.99036
H 25.75486 -6.85301 9.82028
H 27.30329 -8.96917 9.21868
H 27.48583 -9.69799 6.98775
H 26.49542 -8.20375 5.07309
C 26.09432 -4.03269 4.73836
C 26.74019 -3.10866 5.46413
C 26.35860 -2.91269 6.78958
C 25.32201 -3.73486 7.30544
C 24.67320 -4.70149 6.58680
C 25.07451 -4.83077 5.24859
H 26.44702 -4.29514 3.75188
H 27.57377 -2.61580 4.98596
H 26.97231 -2.18979 7.30650
H 25.02096 -3.59021 8.33249
H 23.92022 -5.28572 7.09482
H 24.67531 -5.56309 4.56247
C 27.09164 -1.04468 4.10206
C 27.04757 -0.25641 2.99212
C 28.19653 0.25509 2.39387
C 29.44470 -0.11863 2.88247
C 29.53912 -0.91560 4.05268
C 28.35615 -1.34224 4.63721
H 26.13508 -1.30557 4.53023
H 26.08305 0.09859 2.66035
H 28.07173 0.93316 1.56259
H 30.26524 0.37813 2.38614
H 30.54597 -1.08241 4.40600
H 28.35616 -1.97173 5.51479
C 24.53043 -1.35092 8.38826
C 24.85385 -0.57208 7.24935
C 26.20255 -0.21123 6.98052
C 27.17064 -0.64867 7.83375
C 26.85267 -1.25429 9.01800
C 25.57184 -1.68621 9.30109
H 23.55148 -1.80704 8.39369
H 24.08911 -0.32660 6.52731
H 26.29050 0.38521 6.08447
H 28.23140 -0.69423 7.63606
H 27.64757 -1.50653 9.70422
H 25.39922 -2.21438 10.22718

Forces on atoms 1 to 6 (eV/Å):
C -1.057 -0.520 -2.156
C 1.425 -0.320 -0.255
C -1.176 0.611 0.275
C 0.387 4.756 -0.719
C 1.053 -4.583 -2.009
C -0.716 0.906 -1.234

spin multiplicity = 1
strongest force on any atom = 5.2 eV Å⁻¹
energy above the lowest of the compared OMol25 structures with the same formula, charge and spin = 403.30 kcal per mole
frontier orbital gap = 8.167 eV
calculated total energy = -37898.141 eV

***

# 2
Here is C36H36AsN3O4PS3Ti as an isolated structure from OMol25. Energies are from ωB97M-V/def2-TZVPD.

Atoms and positions in Å:
Ti -1.22675 -0.34224 -0.32562
O -0.31501 -0.75494 -1.82740
N 0.20872 -0.01345 -2.83443
C 1.15692 -0.60790 -3.65326
C 1.54433 -0.00401 -4.81268
C 0.99311 1.23788 -5.17751
C 0.10424 1.86644 -4.27268
C -0.25844 1.28081 -3.07708
S -1.17553 2.03598 -1.84374
H 1.57472 -1.52818 -3.26691
H 2.29076 -0.48346 -5.43385
H 1.28484 1.73184 -6.09558
H -0.29715 2.84821 -4.48293
O -2.33125 0.68192 0.78096
N -3.65510 0.81281 0.68661
C -4.28538 1.33089 1.76188
C -5.63271 1.53740 1.78805
C -6.39516 1.18532 0.66643
C -5.75271 0.64772 -0.41866
C -4.35436 0.45343 -0.44868
S -3.56478 -0.16521 -1.79897
H -3.64278 1.56216 2.59663
H -6.08357 1.96527 2.67167
H -7.46855 1.32182 0.66200
H -6.29353 0.35147 -1.30437
O -2.75252 -2.82906 2.12227
C -1.92969 -2.21540 1.42717
O -2.18851 -1.86416 0.16048
C -0.58995 -1.86850 1.82531
C 0.07996 -2.48257 2.87251
C 1.44438 -2.38020 2.99198
C 2.18015 -1.66196 1.99468
C 3.57508 -1.57787 2.00727
C 4.27336 -0.85535 1.04234
C 3.58145 -0.20633 0.03947
C 2.18671 -0.27760 -0.00351
C 1.46178 -1.00537 0.94495
N 0.08194 -1.05991 0.88807
H -0.50900 -3.07668 3.56078
H 1.97905 -2.85899 3.80499
H 4.11930 -2.09421 2.79255
H 5.35722 -0.80981 1.07959
H 4.10504 0.37025 -0.71436
H 1.66681 0.18388 -0.82944
C -1.12705 -5.89383 -2.82111
As -0.39369 -4.06789 -2.73128
C -2.06247 -3.10205 -2.66431
C 0.20820 -3.83572 -4.59062
S 1.21062 -4.07428 -1.42812
H -1.80340 -5.98579 -3.67284
H -1.67209 -6.07628 -1.89502
H -0.31891 -6.61780 -2.90292
H -2.77227 -3.64582 -3.28914
H -1.92823 -2.09188 -3.03366
H -2.42625 -3.04104 -1.64092
H -0.32516 -4.51708 -5.25519
H 1.27526 -4.04305 -4.62879
H 0.03018 -2.80520 -4.89482
C -0.90186 3.41220 1.27604
P 0.25510 1.97689 1.02484
C 1.74362 3.02394 0.69587
C 2.18344 3.07914 -0.62913
C 3.34361 3.75183 -0.97506
C 4.08950 4.39680 0.00406
C 3.64450 4.38397 1.31777
C 2.48174 3.70942 1.66144
C 0.50931 1.54085 2.79412
C -0.60058 1.33306 3.61159
C -0.46158 0.86902 4.90982
C 0.80073 0.60850 5.42104
C 1.91267 0.79619 4.61614
C 1.77047 1.23912 3.31032
H -0.52619 4.06905 2.06195
H -1.90329 3.06133 1.51999
H -0.94896 3.94876 0.32818
H 1.59228 2.58849 -1.39507
H 3.67536 3.75969 -2.00656
H 5.01439 4.89942 -0.25509
H 4.21035 4.90438 2.08340
H 2.14445 3.71788 2.69057
H -1.58942 1.51246 3.21524
H -1.34339 0.68930 5.51389
H 0.91369 0.23738 6.43310
H 2.90322 0.57002 4.99417
H 2.64473 1.33644 2.67914

Forces on atoms 1 to 6 (eV/Å):
Ti 0.757 -0.037 -0.805
O 1.142 -0.050 -1.558
N 0.093 0.374 -0.396
C 0.201 -0.515 0.065
C -0.201 0.202 0.009
C 0.145 -0.081 -0.303

spin multiplicity = 2
strongest force on any atom = 2.6 eV Å⁻¹
energy above the lowest of the compared OMol25 structures with the same formula, charge and spin = 65.26 kcal per mole
net charge = -2
frontier orbital gap (spin up / spin down) = 3.660 / 3.689 eV
calculated total energy = -176325.748 eV

***

# 3
Here is C36H36BrMoN3O4S2SeSi as an isolated structure from OMol25. Energies are from ωB97M-V/def2-TZVPD.

Atoms and positions in Å:
Mo 0.94427 0.28388 -0.27231
O 1.58822 -4.74946 0.30940
C 2.70641 -4.07231 0.63357
C 3.84278 -4.86262 0.83434
C 5.06292 -4.29124 1.14615
C 5.18360 -2.90880 1.25162
C 4.05308 -2.12257 1.08576
C 2.81018 -2.68368 0.80700
C 1.63290 -1.74680 0.78771
O 1.91405 -0.48462 1.25224
N 0.48599 -2.31642 1.50741
N -0.49971 -1.41140 1.65492
C -1.50302 -1.77627 2.33436
C -2.67561 -0.94092 2.64711
Br -2.41786 0.92771 2.70426
C -3.86463 -1.42672 2.96593
C -4.27621 -2.84308 2.81124
C -5.23928 -3.36845 3.67039
C -5.61263 -4.70308 3.59650
C -5.03159 -5.53557 2.64570
C -4.10480 -5.01359 1.75526
C -3.74087 -3.67466 1.82547
H 0.84459 -4.19774 -0.04516
H 3.73485 -5.93462 0.71522
H 5.92686 -4.92998 1.29878
H 6.14349 -2.44816 1.45329
H 4.09886 -1.04562 1.16817
H 1.27042 -1.66105 -0.29656
H 0.70107 -2.88049 2.31863
H -1.54579 -2.79612 2.72346
H -4.60139 -0.74132 3.36883
H -5.68223 -2.72308 4.42191
H -6.35383 -5.09392 4.28316
H -5.31083 -6.58085 2.59160
H -3.65793 -5.63692 0.98984
H -3.06084 -3.27882 1.07666
C 1.15965 2.82065 3.35020
C 1.05953 4.12670 2.83486
C 0.95752 4.29579 1.47734
C 0.94599 3.17889 0.61899
C 1.02623 1.85842 1.10593
C 1.14541 1.72906 2.51458
C 0.83680 3.28132 -0.80632
C 0.88549 4.52414 -1.50211
C 0.80899 4.55542 -2.84310
C 0.66800 3.33492 -3.55225
C 0.58152 3.31949 -4.96280
C 0.42350 2.14825 -5.64237
C 0.34476 0.94185 -4.91772
C 0.44058 0.93162 -3.55579
C 0.61341 2.13127 -2.82293
N 0.71412 2.11629 -1.43205
H 1.23838 2.67043 4.42284
H 1.06045 4.98537 3.49664
H 0.87685 5.29867 1.07333
H 1.22350 0.74124 2.94241
H 1.00190 5.43791 -0.93590
H 0.85081 5.49241 -3.38969
H 0.64934 4.26386 -5.49354
H 0.35863 2.14524 -6.72409
H 0.21729 0.00050 -5.43953
H 0.37995 -0.01003 -3.04083
C 0.15287 -4.36730 -4.60165
O 0.06962 -3.87338 -3.27316
C -0.98627 -4.21081 -2.50154
S -2.16800 -5.26737 -3.07432
S -0.94305 -3.42706 -0.98943
H 1.09694 -3.98142 -4.98362
H -0.68104 -4.00603 -5.20392
H 0.14173 -5.45642 -4.62220
Se 2.96236 0.17561 -1.59947
C -3.82199 -0.13362 -0.59768
Si -2.34590 0.29630 -1.66168
C -2.53726 -0.74502 -3.19853
C -2.61325 2.09124 -2.16652
O -0.92109 0.09932 -0.93771
H -4.68245 -0.26082 -1.26572
H -4.05775 0.65758 0.12144
H -3.68438 -1.06996 -0.05150
H -3.48617 -0.49318 -3.69456
H -2.55738 -1.80760 -2.94220
H -1.72807 -0.58180 -3.91522
H -3.68447 2.33023 -2.17507
H -2.21071 2.29658 -3.16421
H -2.12126 2.76671 -1.45798

Forces on atoms 1 to 6 (eV/Å):
Mo 1.266 1.815 0.057
O -0.056 0.015 0.068
C -0.009 -0.011 -0.064
C 0.104 0.022 0.003
C -0.021 0.060 -0.010
C -0.083 -0.035 -0.029

spin multiplicity = 1
strongest force on any atom = 2.2 eV Å⁻¹
net charge = -2
frontier orbital gap (spin up / spin down) = 4.578 / 4.589 eV
calculated total energy = -217372.384 eV